Version A
Here is a cluster of 2 separate species, C4H14N3 in total from OMol25. Energies are from ωB97M-V/def2-TZVPD.

CARTESIAN COORDINATES (ANGSTROEM)
C: -0.47 -0.39 -2.71
C: 0.61 0.80 -0.78
N: 0.71 -0.18 -1.75
N: -0.58 1.59 -0.60
N: 1.75 0.88 0.04
H: 1.62 -0.45 -2.03
H: -0.81 2.21 -1.34
H: -0.58 2.04 0.37
H: 2.41 0.12 -0.26
H: 1.62 0.91 1.10
H: -0.26 -0.09 -3.76
H: -1.34 -0.02 -2.32
H: -0.62 -1.46 -2.84
C: -0.23 -0.79 2.54
C: -1.56 -1.60 2.81
H: 0.21 -1.50 1.84
H: -0.12 0.25 2.07
H: 0.25 -0.71 3.55
H: -2.12 -1.07 3.55
H: -1.41 -2.64 3.06
H: -2.12 -1.67 1.88

Values from the calculation:
- highest occupied orbital energy (eV) = -14.35
- gap between HOMO and LUMO (eV) = 10.523
- net charge = +1

In the Mulliken picture, each atom carries the following charge in e:
1 C -0.92
2 C 0.59
3 N -0.22
4 N -0.43
5 N -0.45
6 H 0.25
7 H 0.27
8 H 0.29
9 H 0.26
10 H 0.34
11 H 0.32
12 H 0.40
13 H 0.32
14 C -0.34
15 C -1.09
16 H 0.22
17 H -0.10
18 H 0.30
19 H 0.32
20 H 0.32
21 H 0.33

---

Version B
Here is a cluster of 2 separate species, C4H14N3 in total from OMol25. Energies are from ωB97M-V/def2-TZVPD.

CARTESIAN COORDINATES (ANGSTROEM)
C: -2.75 0.65 -0.62
C: 2.59 -0.01 0.56
C: -3.60 0.24 0.37
C: 0.39 -1.08 0.59
N: 1.14 -0.08 -1.40
N: 0.67 1.27 0.46
N: 1.17 -0.02 -0.01
H: -2.25 1.54 -0.45
H: -2.51 0.08 -1.58
H: 0.85 -1.47 1.48
H: 3.09 0.98 0.87
H: 2.62 -0.65 1.53
H: 3.44 -0.47 -0.05
H: -3.83 0.99 1.17
H: -4.31 -0.66 0.50
H: 0.35 -1.94 -0.05
H: -0.60 -0.78 0.84
H: 1.05 -1.13 -1.71
H: 1.89 0.28 -1.88
H: -0.30 1.27 0.48
H: 1.06 1.52 1.37

Values from the calculation:
- highest occupied orbital energy (eV) = -13.28
- gap between HOMO and LUMO (eV) = 10.278
- net charge = +1

In the Mulliken picture, each atom carries the following charge in e:
1 C -0.71
2 C -0.74
3 C -0.32
4 C -0.64
5 N -0.72
6 N -0.68
7 N 0.88
8 H 0.35
9 H 0.25
10 H 0.27
11 H 0.36
12 H 0.28
13 H 0.29
14 H 0.22
15 H 0.25
16 H 0.36
17 H 0.27
18 H 0.29
19 H 0.27
20 H 0.18
21 H 0.30

---

Version C
Here is a cluster of 2 separate species, C4H14N3 in total from OMol25. Energies are from ωB97M-V/def2-TZVPD.

CARTESIAN COORDINATES (ANGSTROEM)
C: 0.24 -1.34 2.29
C: 1.79 0.51 1.86
N: 1.50 -0.73 1.82
H: 0.44 -1.97 3.15
H: -0.18 -1.93 1.49
H: -0.42 -0.50 2.52
H: 1.06 1.23 2.20
H: 2.75 0.78 1.44
H: 2.17 -1.35 1.38
C: -1.71 -0.71 -1.33
N: -0.42 -0.25 -1.81
C: 0.01 1.04 -1.26
N: -0.36 2.21 -2.04
H: -2.15 -1.41 -2.04
H: -1.70 -1.22 -0.36
H: -2.42 0.12 -1.27
H: 0.30 -0.96 -1.65
H: 1.11 1.05 -1.18
H: -0.43 1.13 -0.25
H: -0.22 2.00 -3.01
H: -1.37 2.31 -1.94

Values from the calculation:
- highest occupied orbital energy (eV) = -12.12
- gap between HOMO and LUMO (eV) = 6.767
- net charge = +1

In the Mulliken picture, each atom carries the following charge in e:
1 C -0.62
2 C -0.23
3 N 0.03
4 H 0.31
5 H 0.26
6 H 0.29
7 H 0.30
8 H 0.33
9 H 0.30
10 C -0.70
11 N -0.32
12 C -0.46
13 N -0.58
14 H 0.32
15 H 0.13
16 H 0.31
17 H 0.22
18 H 0.32
19 H 0.25
20 H 0.29
21 H 0.25

---

Stability ranking, top and bottom: version A is the most stable and version B is the least stable.

---

Version A
Here is a cluster of 2 separate species, C4H14N3 in total from OMol25. Energies are from ωB97M-V/def2-TZVPD.

CARTESIAN COORDINATES (ANGSTROEM)
C: -0.19 -2.56 -1.05
C: 0.25 -2.65 0.40
H: -0.65 -3.51 -1.30
H: -1.02 -1.88 -1.20
H: 0.59 -2.49 -1.82
H: -0.63 -2.51 1.03
H: 0.99 -1.96 0.82
H: 0.65 -3.64 0.61
C: -1.51 1.20 1.42
C: 0.38 1.07 -0.20
N: -0.18 0.75 0.95
N: 1.58 0.58 -0.48
N: -0.18 1.95 -1.04
H: 0.35 0.30 1.68
H: 2.10 -0.17 -0.06
H: 1.97 0.88 -1.36
H: -0.74 2.69 -0.65
H: 0.27 2.11 -1.93
H: -1.41 1.50 2.45
H: -2.20 0.39 1.26
H: -1.86 2.02 0.80

Values from the calculation:
- highest occupied orbital energy (eV) = -14.79
- gap between HOMO and LUMO (eV) = 11.749
- net charge = +1

In the Mulliken picture, each atom carries the following charge in e:
1 C -0.91
2 C -0.66
3 H 0.36
4 H 0.27
5 H 0.27
6 H 0.20
7 H 0.10
8 H 0.34
9 C -0.86
10 C 0.79
11 N -0.17
12 N -0.36
13 N -0.42
14 H 0.31
15 H 0.24
16 H 0.18
17 H 0.20
18 H 0.21
19 H 0.33
20 H 0.32
21 H 0.26

---

Version B
Here is a cluster of 2 separate species, C4H14N3 in total from OMol25. Energies are from ωB97M-V/def2-TZVPD.

CARTESIAN COORDINATES (ANGSTROEM)
C: 2.61 1.90 -0.46
C: 1.57 -0.23 0.21
N: 1.71 1.07 0.34
N: 1.95 -0.87 -0.90
N: 0.77 -0.91 1.04
H: 1.17 1.59 1.01
H: 2.33 -0.38 -1.70
H: 1.61 -1.77 -1.18
H: 0.46 -0.48 1.90
H: 0.77 -1.91 1.08
H: 3.22 2.43 0.27
H: 2.07 2.72 -0.90
H: 3.31 1.51 -1.19
C: -3.19 -0.69 -0.65
C: -2.69 -0.46 0.80
H: -2.33 -1.00 -1.24
H: -3.90 -1.52 -0.68
H: -3.70 0.18 -1.05
H: -3.41 0.18 1.31
H: -1.75 0.09 0.76
H: -2.57 -1.44 1.26

Values from the calculation:
- highest occupied orbital energy (eV) = -14.65
- gap between HOMO and LUMO (eV) = 11.476
- net charge = +1

In the Mulliken picture, each atom carries the following charge in e:
1 C -0.97
2 C 0.81
3 N -0.18
4 N -0.42
5 N -0.41
6 H 0.25
7 H 0.18
8 H 0.24
9 H 0.24
10 H 0.22
11 H 0.33
12 H 0.33
13 H 0.39
14 C -0.89
15 C -0.47
16 H 0.24
17 H 0.28
18 H 0.30
19 H 0.33
20 H -0.05
21 H 0.25

---

Stability ranking, top and bottom: version A is the most stable and version B is the least stable.

---

Version A
Here is an isolated molecule of C5H11NO from OMol25. Energies are from ωB97M-V/def2-TZVPD.

CARTESIAN COORDINATES (ANGSTROEM)
C: 2.77 -0.09 0.40
C: 1.40 -0.22 0.42
N: 0.94 -0.36 1.77
C: 0.46 -0.15 -0.79
C: -0.78 0.74 -0.50
C: -2.12 0.34 -0.96
O: -2.59 -0.64 -0.08
H: 3.40 -0.58 -0.30
H: 3.24 0.22 1.40
H: 0.07 -0.91 1.70
H: 1.50 -0.95 2.36
H: 1.24 0.08 -1.57
H: -0.06 -1.06 -1.01
H: -0.74 0.88 0.57
H: -0.61 1.85 -0.88
H: -2.08 -0.04 -2.02
H: -2.89 1.15 -1.18
H: -3.13 -0.27 0.68

Values from the calculation:
- highest occupied orbital energy (eV) = -7.85
- gap between HOMO and LUMO (eV) = 8.651
- net charge = 0

In the Mulliken picture, each atom carries the following charge in e:
1 C -0.99
2 C 0.57
3 N -0.68
4 C -0.67
5 C -0.28
6 C -0.62
7 O -0.52
8 H 0.31
9 H 0.26
10 H 0.23
11 H 0.34
12 H 0.24
13 H 0.30
14 H 0.36
15 H 0.24
16 H 0.27
17 H 0.31
18 H 0.32

---

Version B
Here is a cluster of 2 separate species, C5H11NO in total from OMol25. Energies are from ωB97M-V/def2-TZVPD.

CARTESIAN COORDINATES (ANGSTROEM)
O: 1.70 1.10 -1.55
C: 0.68 1.42 -0.94
N: -0.21 1.10 0.44
C: -0.40 0.31 -0.66
C: 0.15 -1.12 -0.63
C: 1.39 -1.25 0.29
C: 0.43 -1.62 -2.06
H: 0.41 2.46 -1.10
H: -4.46 4.27 6.80
H: -1.34 0.42 -1.23
H: -4.38 3.57 6.56
H: -0.62 -1.77 -0.18
H: 1.64 -2.29 0.42
H: 2.21 -0.71 -0.16
H: 1.20 -0.76 1.24
H: -0.48 -1.65 -2.67
H: 0.97 -2.58 -2.04
H: 1.12 -0.90 -2.53

Values from the calculation:
- highest occupied orbital energy (eV) = -8.93
- gap between HOMO and LUMO (eV) = 7.016
- net charge = 0

In the Mulliken picture, each atom carries the following charge in e:
1 O -0.44
2 C -0.02
3 N -0.53
4 C 0.08
5 C 0.28
6 C -1.54
7 C -1.31
8 H 0.46
9 H 0.00
10 H 0.44
11 H 0.00
12 H 0.35
13 H 0.45
14 H 0.32
15 H 0.41
16 H 0.36
17 H 0.39
18 H 0.30

---

Version C
Here is a cluster of 2 separate species, C5H11NO in total from OMol25. Energies are from ωB97M-V/def2-TZVPD.

CARTESIAN COORDINATES (ANGSTROEM)
C: 2.22 -0.25 -1.51
C: 1.35 -0.54 -0.29
C: 0.93 0.38 0.82
N: 0.09 0.17 -0.29
C: -1.14 -0.44 -0.02
C: -2.28 0.54 0.26
O: -1.95 1.36 1.35
H: 1.92 -0.89 -2.35
H: 3.28 -0.43 -1.31
H: 2.10 0.79 -1.83
H: 1.35 -1.59 0.03
H: 1.32 1.39 1.02
H: 0.37 -0.28 1.68
H: -1.39 -1.15 -0.83
H: -0.81 -0.96 1.34
H: -2.55 1.22 -0.56
H: -3.18 -0.08 0.46
H: -1.63 0.76 2.04

Values from the calculation:
- highest occupied orbital energy (eV) = -9.22
- gap between HOMO and LUMO (eV) = 10.337
- net charge = 0

In the Mulliken picture, each atom carries the following charge in e:
1 C -1.31
2 C 0.08
3 C -0.21
4 N -0.05
5 C -0.49
6 C -0.54
7 O -0.50
8 H 0.28
9 H 0.35
10 H 0.33
11 H 0.37
12 H 0.21
13 H 0.15
14 H 0.26
15 H 0.14
16 H 0.32
17 H 0.28
18 H 0.34

---

Version D
Here is an isolated molecule of C5H11NO from OMol25. Energies are from ωB97M-V/def2-TZVPD.

CARTESIAN COORDINATES (ANGSTROEM)
C: 1.65 0.42 -1.34
C: 0.99 -0.51 -0.35
C: 1.33 -0.52 1.10
N: 0.10 0.10 0.62
C: -1.19 -0.57 0.88
C: -2.25 -0.21 -0.13
O: -1.86 1.47 -0.37
H: 0.94 0.70 -2.13
H: 2.52 -0.06 -1.80
H: 1.98 1.34 -0.84
H: 0.64 -1.46 -0.76
H: 2.08 0.16 1.49
H: 1.24 -1.46 1.64
H: -1.11 -1.67 0.85
H: -1.46 -0.29 1.91
H: -1.94 -0.55 -1.12
H: -2.65 1.55 0.19
H: -1.02 1.56 0.15

Values from the calculation:
- highest occupied orbital energy (eV) = -7.62
- gap between HOMO and LUMO (eV) = 8.567
- net charge = 0

In the Mulliken picture, each atom carries the following charge in e:
1 C -1.49
2 C 0.22
3 C -0.45
4 N -0.39
5 C -0.48
6 C -0.70
7 O -0.46
8 H 0.28
9 H 0.38
10 H 0.33
11 H 0.40
12 H 0.25
13 H 0.26
14 H 0.43
15 H 0.31
16 H 0.19
17 H 0.42
18 H 0.49

---

Stability ranking, top and bottom: version A is the most stable and version B is the least stable.

---

Version A
Here is a cluster of 2 separate species, C5H11NO in total from OMol25. Energies are from ωB97M-V/def2-TZVPD.

CARTESIAN COORDINATES (ANGSTROEM)
C: -0.63 -3.00 1.17
C: 0.00 -1.90 0.74
C: -0.19 -0.55 1.34
N: -0.19 0.57 0.40
C: -0.62 0.48 -0.91
C: -1.33 1.50 -1.46
H: -0.64 -3.96 0.70
H: -1.13 -2.74 2.10
H: 0.66 -1.87 -0.12
H: 0.56 -0.29 2.08
H: -1.14 -0.53 1.91
H: 0.16 1.45 0.71
H: -0.49 -0.46 -1.44
H: -1.42 2.29 -0.70
H: -1.30 1.86 -2.48
O: 2.62 2.81 -1.37
H: 1.94 2.26 -1.77
H: 3.12 2.09 -0.91

Values from the calculation:
- highest occupied orbital energy (eV) = -8.24
- gap between HOMO and LUMO (eV) = 8.996
- net charge = 0

In the Mulliken picture, each atom carries the following charge in e:
1 C -0.81
2 C -0.07
3 C -0.53
4 N -0.18
5 C -0.15
6 C -0.82
7 H 0.30
8 H 0.21
9 H 0.35
10 H 0.30
11 H 0.30
12 H 0.30
13 H 0.29
14 H 0.23
15 H 0.29
16 O -0.65
17 H 0.32
18 H 0.32

---

Version B
Here is a cluster of 3 separate species, C5H11NO in total from OMol25. Energies are from ωB97M-V/def2-TZVPD.

CARTESIAN COORDINATES (ANGSTROEM)
H: -2.08 -0.36 0.03
N: -1.39 0.28 -0.38
C: -0.51 -0.24 -1.12
C: -0.47 -1.67 -1.53
H: 0.27 0.45 -1.48
H: 0.54 -2.07 -1.54
H: -1.09 -2.26 -0.85
H: -0.88 -1.76 -2.55
C: 1.29 0.26 1.79
C: 1.68 -0.57 0.84
H: 1.48 1.33 1.71
H: 0.71 -0.07 2.64
H: 2.20 -0.21 -0.04
H: 1.43 -1.63 0.87
C: -0.82 2.08 0.36
O: 0.08 2.48 -0.37
H: -0.59 1.51 1.29
H: -1.85 2.45 0.33

Values from the calculation:
- highest occupied orbital energy (eV) = -8.80
- gap between HOMO and LUMO (eV) = 9.686
- net charge = 0

In the Mulliken picture, each atom carries the following charge in e:
1 H 0.19
2 N -0.40
3 C 0.08
4 C -1.13
5 H 0.47
6 H 0.27
7 H 0.35
8 H 0.34
9 C -0.61
10 C -0.54
11 H 0.37
12 H 0.27
13 H 0.27
14 H 0.24
15 C 0.00
16 O -0.56
17 H 0.10
18 H 0.27

---

Stability ranking, top and bottom: version A is the most stable and version B is the least stable.

---

Version A
Here is a cluster of 2 separate species, C5H11NO in total from OMol25. Energies are from ωB97M-V/def2-TZVPD.

CARTESIAN COORDINATES (ANGSTROEM)
C: -1.21 0.45 1.52
C: 0.06 0.35 1.11
C: 0.88 1.52 0.66
N: 0.72 -0.91 1.17
C: 1.62 -1.40 0.28
O: 2.07 -0.82 -0.69
H: -1.71 1.41 1.55
H: -1.78 -0.42 1.84
H: 0.28 2.44 0.71
H: 1.76 1.64 1.30
H: 1.24 1.38 -0.36
H: 0.34 -1.58 1.83
H: 1.93 -2.43 0.54
C: -1.24 -0.33 -2.29
H: -1.20 0.32 -3.17
H: -0.40 -1.03 -2.32
H: -2.19 -0.87 -2.29
H: -1.18 0.28 -1.39

Values from the calculation:
- highest occupied orbital energy (eV) = -9.08
- gap between HOMO and LUMO (eV) = 9.903
- net charge = 0

In the Mulliken picture, each atom carries the following charge in e:
1 C -0.99
2 C 0.66
3 C -1.17
4 N -0.11
5 C -0.07
6 O -0.51
7 H 0.27
8 H 0.26
9 H 0.36
10 H 0.33
11 H 0.31
12 H 0.25
13 H 0.37
14 C -0.79
15 H 0.27
16 H 0.18
17 H 0.28
18 H 0.07

---

Version B
Here is a cluster of 2 separate species, C5H11NO in total from OMol25. Energies are from ωB97M-V/def2-TZVPD.

CARTESIAN COORDINATES (ANGSTROEM)
C: -0.55 -1.22 0.93
C: -0.43 0.09 0.63
C: 0.23 0.49 -0.61
C: -0.02 1.49 -1.45
C: 0.46 1.50 -2.88
N: -0.71 2.69 -1.11
H: -0.62 -1.52 1.97
H: -0.20 -2.00 0.27
H: -1.14 0.81 1.06
H: 0.95 -0.24 -0.97
H: -0.39 1.32 -3.56
H: 1.03 0.60 -3.06
H: 0.88 2.48 -3.09
H: -0.18 3.53 -1.29
H: -0.94 2.69 -0.12
O: 0.58 -3.94 4.26
H: 0.18 -4.01 5.12
H: 0.87 -4.76 3.89

Values from the calculation:
- highest occupied orbital energy (eV) = -7.64
- gap between HOMO and LUMO (eV) = 8.653
- net charge = 0

In the Mulliken picture, each atom carries the following charge in e:
1 C -0.92
2 C -0.15
3 C -0.25
4 C 0.62
5 C -1.11
6 N -0.56
7 H 0.28
8 H 0.28
9 H 0.17
10 H 0.29
11 H 0.27
12 H 0.32
13 H 0.31
14 H 0.23
15 H 0.23
16 O -0.63
17 H 0.31
18 H 0.31

---

Stability ranking, top and bottom: version A is the most stable and version B is the least stable.

---

Version A
Here is an isolated molecule of C2H2N2OS2 from OMol25. Energies are from ωB97M-V/def2-TZVPD.

CARTESIAN COORDINATES (ANGSTROEM)
O: -2.53 -0.77 -0.10
C: -1.38 -0.40 -0.21
N: -0.25 -1.17 0.11
S: 1.29 -0.79 -0.50
C: 1.47 0.88 0.07
N: 0.50 1.71 0.11
S: -1.09 1.38 -0.44
H: -0.45 -2.06 0.50
H: 2.43 1.22 0.46

Values from the calculation:
- highest occupied orbital energy (eV) = -9.40
- gap between HOMO and LUMO (eV) = 9.384
- net charge = 0

In the Mulliken picture, each atom carries the following charge in e:
1 O -0.51
2 C 0.55
3 N -0.31
4 S -0.03
5 C 0.00
6 N -0.36
7 S 0.00
8 H 0.27
9 H 0.39

---

Version B
Here is an isolated molecule of C2H2N2OS2 from OMol25. Energies are from ωB97M-V/def2-TZVPD.

CARTESIAN COORDINATES (ANGSTROEM)
S: 3.06 -0.75 0.01
C: 1.53 -0.19 -0.07
N: 0.97 1.12 0.08
C: -0.31 1.00 -0.14
N: -0.74 -0.30 -0.74
S: -2.23 -0.78 0.08
O: 0.47 -1.06 -0.42
H: -0.90 1.87 -0.23
H: -1.85 -0.91 1.42

Values from the calculation:
- highest occupied orbital energy (eV) = -9.27
- gap between HOMO and LUMO (eV) = 8.415
- net charge = 0

In the Mulliken picture, each atom carries the following charge in e:
1 S -0.28
2 C 0.32
3 N -0.36
4 C -0.01
5 N 0.02
6 S -0.10
7 O -0.19
8 H 0.40
9 H 0.18

---

Version C
Here is an isolated molecule of C2H2N2OS2 from OMol25. Energies are from ωB97M-V/def2-TZVPD.

CARTESIAN COORDINATES (ANGSTROEM)
S: 3.09 -0.80 0.04
C: 1.55 -0.30 -0.30
N: 1.11 1.14 0.00
C: -0.13 1.03 -0.15
N: -0.79 -0.15 -0.58
S: -2.36 -0.78 0.03
O: 0.39 -0.98 -0.52
H: -1.00 1.80 0.22
H: -1.85 -0.97 1.27

Values from the calculation:
- highest occupied orbital energy (eV) = -9.06
- gap between HOMO and LUMO (eV) = 8.305
- net charge = 0

In the Mulliken picture, each atom carries the following charge in e:
1 S -0.25
2 C 0.27
3 N -0.36
4 C 0.12
5 N 0.00
6 S -0.01
7 O -0.20
8 H 0.25
9 H 0.19

---

Version D
Here is a cluster of 2 separate species, C2H2N2OS2 in total from OMol25. Energies are from ωB97M-V/def2-TZVPD.

CARTESIAN COORDINATES (ANGSTROEM)
C: 0.69 -0.77 0.20
C: 0.48 -0.85 1.66
N: -0.91 0.66 0.30
N: -0.02 0.10 -0.37
O: 1.02 -1.49 2.50
S: 1.07 2.07 -1.63
S: -0.96 0.14 1.98
H: 1.37 -1.29 -0.40
H: -1.62 1.26 -0.12

Values from the calculation:
- highest occupied orbital energy (alpha / beta) (eV) = -9.31 / -9.33
- gap between HOMO and LUMO (alpha / beta) (eV) = 7.009 / 7.059
- net charge = 0

In the Mulliken picture, each atom carries the following charge in e:
1 C -0.20
2 C 0.44
3 N 0.04
4 N -0.41
5 O -0.52
6 S -0.04
7 S -0.01
8 H 0.44
9 H 0.24

---

Stability ranking, top and bottom: version A is the most stable and version D is the least stable.